Record 1
The following is a DFT calculation (ωB97M-V with the def2-TZVPD basis set) of 3 unconnected molecules or ions with the total composition C33H40F9N3O6.

- Gap between HOMO and LUMO: 0.2846 Eh
- DFT total energy: -76082.0788 eV
- SMILES string: [H]/N=C/Cc1c(CCC(F)(F)C(F)(F)C(F)(F)C(F)(F)F)c(OC[C@H](C)O)c(N)c2c1C(=O)C(Cc1ccccc1C)=C(N)C2=O.CCO.CCO

ORCA input file:
```
! RIJCOSX wB97M-V def2-TZVPD def2/J DEFGRID3
* xyz 0 1
H 3.75 1.06 2.59
N 3.10 0.38 2.20
C 2.12 0.97 1.66
C 1.02 0.18 1.01
C 0.97 0.46 -0.48
C 1.77 -0.28 -1.36
C 2.65 -1.39 -0.85
C 1.85 -2.69 -0.58
C 2.27 -3.47 0.66
F 1.25 -3.46 1.58
F 3.35 -2.95 1.28
C 2.53 -4.98 0.41
F 1.39 -5.50 -0.12
F 2.77 -5.59 1.59
C 3.69 -5.32 -0.56
F 3.25 -5.16 -1.83
F 4.72 -4.47 -0.36
C 4.23 -6.77 -0.42
F 4.96 -7.06 -1.49
F 3.22 -7.63 -0.33
F 4.99 -6.87 0.67
C 1.77 0.03 -2.72
O 2.61 -0.65 -3.55
C 2.16 -1.93 -3.97
C 1.23 -1.92 -5.20
C -0.14 -2.50 -4.88
O 1.86 -2.64 -6.26
C 1.01 1.09 -3.24
N 1.11 1.40 -4.63
C 0.20 1.79 -2.35
C 0.17 1.48 -0.99
C -0.72 2.31 -0.13
O -0.39 2.63 1.00
C -2.01 2.74 -0.73
C -3.27 2.85 0.08
C -3.15 3.37 1.49
C -3.40 4.71 1.72
C -3.33 5.28 2.98
C -2.99 4.47 4.05
C -2.75 3.13 3.84
C -2.83 2.55 2.58
C -2.59 1.07 2.45
C -1.97 3.05 -2.03
N -3.07 3.56 -2.76
C -0.69 2.90 -2.79
O -0.44 3.64 -3.72
H 2.02 2.06 1.65
H 0.08 0.43 1.48
H 1.23 -0.87 1.20
H 3.40 -1.59 -1.62
H 3.15 -1.06 0.06
H 1.94 -3.35 -1.44
H 0.80 -2.46 -0.47
H 1.65 -2.43 -3.14
H 3.04 -2.52 -4.23
H 1.12 -0.90 -5.54
H -0.03 -3.49 -4.43
H -0.68 -1.86 -4.18
H -0.73 -2.61 -5.79
H 1.34 -3.42 -6.46
H 1.36 2.38 -4.74
H 0.22 1.27 -5.09
H -3.74 1.87 0.10
H -3.96 3.50 -0.46
H -3.66 5.34 0.87
H -3.53 6.33 3.10
H -2.90 4.90 5.04
H -2.49 2.51 4.69
H -3.38 0.50 2.92
H -1.66 0.81 2.96
H -2.48 0.75 1.42
H -3.28 4.52 -2.48
H -2.81 3.63 -3.74
C -1.43 -7.34 1.38
C -2.15 -6.64 0.25
O -1.99 -5.22 0.32
H -1.79 -6.98 2.35
H -1.57 -8.42 1.34
H -0.36 -7.14 1.34
H -3.22 -6.82 0.30
H -1.79 -7.01 -0.71
H -1.04 -5.04 0.28
C -0.09 8.05 5.29
C -1.45 8.21 4.64
O -2.45 7.41 5.26
H 0.21 7.00 5.27
H 0.66 8.65 4.78
H -0.13 8.36 6.34
H -1.42 7.88 3.60
H -1.76 9.26 4.65
H -2.52 7.69 6.18
*
```

Record 2
The following is a DFT calculation (ωB97M-V with the def2-TZVPD basis set) of 2 unconnected molecules or ions with the total composition C12H4Cl4N3O2 in a non-equilibrium geometry.

- Gap between HOMO and LUMO: 0.2373 Eh
- DFT total energy: -71163.0976 eV
- Energy above the lowest of the compared OMol25 structures with the same formula, charge and spin: 0.0000 eV

ORCA input file:
```
! RIJCOSX wB97M-V def2-TZVPD def2/J DEFGRID3
* xyz -1 1
Cl 4.38 -1.16 -0.77
C 2.90 -1.55 0.02
C 2.23 -0.59 0.74
Cl 2.84 0.97 0.96
C 1.10 -1.00 1.65
O 1.06 -0.78 2.86
C 0.29 -2.23 1.10
O -0.91 -2.36 1.31
C 1.13 -3.22 0.44
Cl 0.47 -4.79 0.33
C 2.39 -2.90 -0.04
Cl 3.31 -4.10 -0.82
C -1.83 1.77 -2.26
C -1.00 0.88 -1.56
C -0.90 1.04 -0.17
C -1.64 2.07 0.47
C -2.45 2.97 -0.21
C -2.54 2.79 -1.60
N -1.45 1.96 1.84
N -0.64 0.95 2.02
N -0.24 0.34 0.86
H -1.93 1.68 -3.35
H -0.45 0.07 -2.03
H -2.95 3.73 0.37
H -3.17 3.46 -2.18
*
```